# 1
Formula: C21H33N3O4S
Source: the Open Molecules 2025 dataset
Level of theory: the ωB97M-V functional and the def2-TZVPD basis

Output
LUMO level: 0.716 eV
SMILES string: CCOc1cc(NC(=S)NC[C@H]2CCCO2)c(OCC)cc1NC(=O)CC(C)C
HOMO level: -0.2667 hartree
Total energy: -45809.0512 eV
Kohn-Sham gap: 7.97 eV

```
! wB97M-V def2-TZVPD RIJCOSX def2/J DEFGRID3
* xyz 0 1
S -1.73841 3.91797 -0.97529
O 0.23110 -0.70420 -1.98630
O -1.99650 0.76612 2.86284
O 0.10983 1.04591 -4.44611
O 1.06199 -2.97325 2.25903
N -1.29508 1.44324 -1.93116
N -0.40865 -1.33485 2.82124
N -1.88934 3.11332 -3.41087
C 0.98703 -1.88877 -2.14071
C 0.34268 -2.75770 4.57410
C -1.79046 3.20867 3.01702
C -2.69956 1.98496 3.02527
C 0.39842 -2.39620 3.09425
C -0.27844 -0.37711 -0.75762
C -0.58799 1.99896 -5.23744
C 1.00124 -5.18814 4.34948
C 1.31592 -3.85583 5.02468
C 2.43889 -1.73649 -1.69699
C -1.45630 0.45808 1.63824
C 1.38902 1.54763 -4.09490
C -1.63477 2.73111 -2.13296
C -1.09039 0.76986 -0.72547
C -1.69180 1.15373 0.46602
C 2.76384 -3.44500 4.76897
C -1.96022 2.28750 -4.58895
C 1.27448 3.06736 -4.16572
C -0.62500 -0.67332 1.60898
C -0.06155 -1.08849 0.41000
C 0.31278 3.24093 -5.34117
H -2.07965 4.09885 -3.50529
H -0.94255 0.93030 -2.73963
H 0.94793 -2.08786 -3.21603
H -3.17815 1.88047 4.00392
H -2.33781 2.01265 0.45567
H -1.34144 3.35823 2.03910
H -2.59255 2.79647 -5.31946
H 1.63021 1.16892 -3.10140
H -0.68150 -3.07306 4.79436
H 2.91496 -0.92919 -2.24874
H 2.93485 -3.33179 3.70268
H -3.48486 2.07987 2.26664
H 0.55522 -1.96902 0.42731
H 1.12824 -5.09811 3.27511
H -2.42394 1.32758 -4.33981
H 2.97450 -2.66095 -1.89395
H -0.99678 3.08747 3.75058
H 0.54003 -1.84807 5.14813
H 1.67085 -5.96288 4.71572
H 0.86222 3.22540 -6.28279
H -2.37246 4.09086 3.26801
H -0.91636 -0.90843 3.58521
H -0.25905 4.16408 -5.28719
H 3.44368 -4.20310 5.15068
H 2.23574 3.54757 -4.33031
H 0.50722 -2.72040 -1.61207
H -0.77808 1.55631 -6.22556
H 0.83644 3.45826 -3.24734
H 2.13440 1.18027 -4.81429
H 1.17770 -3.97671 6.10744
H -0.02280 -5.49258 4.55748
H 2.98950 -2.50134 5.26228
H 2.50155 -1.51603 -0.63493
*
```



# 2
Formula: C21H33N3O7P2Ru
Source: the Open Molecules 2025 dataset
Level of theory: the ωB97M-V functional and the def2-TZVPD basis

Output
LUMO level (spin up / spin down): -8.631 / -9.225 eV
HOMO level (spin up / spin down): -0.4794 / -0.4797 hartree
Total energy: -62241.2066 eV
Kohn-Sham gap (spin up / spin down): 4.41 / 3.83 eV

```
! wB97M-V def2-TZVPD RIJCOSX def2/J DEFGRID3
* xyz 2 5
Ru 1.19519 2.11791 -1.08796
P -0.64672 -1.00308 -2.86518
P -2.26880 -2.89679 -0.04240
O 4.84896 1.04957 0.18051
O 6.15683 4.47574 3.36294
O 0.03778 3.78050 4.41931
O 4.65488 5.13614 4.83469
O -0.30757 1.86851 3.40863
O 0.84938 2.24048 1.00582
O 2.98507 1.41756 -0.93255
N 3.71905 1.54346 0.16968
N 0.39363 2.86296 3.64179
N 4.99693 4.49016 3.82248
C -1.96344 -4.63861 0.27489
C -2.08692 0.54647 1.41081
C 0.61858 -1.37971 -4.09980
C -2.76249 -2.72046 -1.78576
C 4.32196 2.96232 2.03391
C 1.91134 2.45006 1.70515
C -1.20172 0.28155 -0.90866
C 3.30332 2.34094 1.28297
C 0.33871 -2.01254 1.23393
C 0.52783 -1.72640 -0.32069
C -1.78744 0.09405 -3.71461
C 1.36440 3.09472 -2.81516
C 2.67690 3.73346 3.65237
C -2.26378 -0.02335 0.01178
C -3.83410 -2.62322 0.87031
C -0.07050 -0.60060 -1.18714
C 1.70445 2.98698 3.02429
C -0.34554 -1.21015 2.31067
C -1.42257 -0.43182 2.33930
C -1.60858 -2.59560 -2.79706
C 3.98458 3.70698 3.16566
H -2.90217 -5.19731 0.38994
H -3.44968 -1.86901 -1.89463
H 5.34242 2.87894 1.67247
H 2.44167 4.31025 4.54068
H 0.36347 3.19768 -3.24406
H -2.16726 -1.14754 0.12672
H -3.27196 0.19525 -0.39591
H -1.93947 -0.45775 3.30001
H 1.99324 2.44231 -3.42160
H 1.81677 4.08987 -2.68342
H -1.05590 1.33910 -1.21407
H -3.33841 -3.62631 -2.01160
H -1.37333 1.10570 -3.76760
H 1.17026 -2.29372 -3.83729
H 1.39055 -2.10305 1.58047
H 1.31835 -0.54086 -4.20985
H -3.62209 -2.22517 1.87481
H 1.62028 -1.60776 -0.43493
H -4.51217 -1.90989 0.37924
H -0.88863 -3.42461 -2.71647
H -2.00462 -2.69851 -3.81970
H -0.05421 -3.05353 1.29177
H 0.12411 -1.55342 -5.07125
H -1.93821 -0.27906 -4.73607
H -1.47854 1.46138 1.36824
H 0.22046 -1.27167 3.26916
H -1.38740 -5.09290 -0.53726
H 0.78392 0.16002 -1.39998
H -1.39097 -4.76224 1.20212
H -4.34531 -3.58420 0.99417
H -2.76359 0.12406 -3.21834
H -3.08689 0.77501 1.82794
H 0.36571 -2.69924 -0.80861
*
```



# 3
Formula: C21H33O5PPdS4Se
Source: the Open Molecules 2025 dataset
Level of theory: the ωB97M-V functional and the def2-TZVPD basis

Output
LUMO level: 4.266 eV
HOMO level: -0.0278 hartree
Total energy: -154008.5473 eV
Kohn-Sham gap: 5.02 eV

```
! wB97M-V def2-TZVPD RIJCOSX def2/J DEFGRID3
* xyz -2 1
Pd -1.71532 -1.91163 0.62409
Se -2.95264 -2.41111 3.08273
S -0.45476 -4.21619 -0.61168
S -0.74027 -4.92177 -3.49952
S -2.62732 -2.81919 -4.14318
S -2.75373 -1.63493 -1.43123
P -0.32580 -0.12594 0.20511
O -1.38036 -1.70352 2.62206
O -1.75115 -4.55527 -5.92052
O -3.03452 -3.25306 1.59780
O -2.67769 -3.49692 4.27638
O -2.13444 0.94944 2.55037
C -1.39698 1.38937 0.23090
C -0.69505 2.76908 0.32365
C -2.36647 3.70326 1.96698
C 1.07535 -1.21814 -3.60144
C 3.29397 -1.09910 1.93711
C -1.19472 -3.87316 -2.14850
C -2.06088 -2.89508 -2.48077
C 0.33542 -0.01847 -1.52734
C 1.22051 0.21045 -4.15320
C -3.27104 2.62293 1.35095
C -2.56076 1.28705 1.24446
C 1.14232 1.25410 -1.87400
C -1.70281 -4.18414 -4.76221
C 2.22341 -0.88792 0.85646
C 1.06861 -1.25170 -2.06606
C 1.14219 0.14154 1.27666
C 3.51196 0.18328 2.72534
C 0.96030 0.05754 2.79922
C 1.97475 1.07540 -3.15211
C -0.88218 3.43280 1.68555
C 2.24326 0.50842 3.52032
H -2.53159 3.75544 3.04392
H 2.22094 2.05605 -3.57086
H 2.98184 -1.89405 2.61958
H -2.64558 4.68016 1.55866
H 1.72516 0.20295 -5.12308
H 1.48227 1.15456 1.02732
H 0.36591 2.69555 0.09489
H 2.70611 -0.55370 -0.06371
H 4.22073 -1.43926 1.46714
H 0.45271 2.08840 -2.02861
H 0.23202 0.64890 -4.32640
H 0.69170 -0.96470 3.05918
H 3.73415 0.99383 2.02131
H 0.15711 -1.67203 -3.97203
H 1.89980 -1.83659 -3.96643
H 2.92796 0.59251 -2.91317
H 1.74258 -1.84370 0.62473
H -0.31307 4.36672 1.72679
H -1.95661 -0.04113 2.59622
H 4.37788 0.10766 3.38902
H -1.11665 3.42716 -0.44621
H 0.12748 0.66790 3.12741
H -0.62118 0.00655 -2.06361
H 2.19669 1.58289 3.72824
H 2.28989 0.00836 4.49180
H -0.47937 2.77597 2.45747
H -1.87172 1.28660 -0.75355
H 2.09623 -1.26715 -1.69949
H -3.24879 0.51457 0.86365
H -3.58375 2.91651 0.34325
H 0.60252 -2.16939 -1.71366
H 1.80078 1.54783 -1.05078
H -4.17734 2.49720 1.94660
*
```



# 4
Formula: C21H34ErF3N7O4PS2
Source: the Open Molecules 2025 dataset
Level of theory: the ωB97M-V functional and the def2-TZVPD basis

Output
LUMO level (spin up / spin down): -5.380 / -5.338 eV
HOMO level (spin up / spin down): -0.4848 / -0.4848 hartree
Total energy: -107676.0546 eV
Kohn-Sham gap (spin up / spin down): 7.81 / 7.85 eV

```
! wB97M-V def2-TZVPD RIJCOSX def2/J DEFGRID3
* xyz 2 4
Er 0.09626 1.56317 -0.56936
S 0.91087 3.58328 3.90701
S 5.07901 2.10845 -0.79144
P -0.33739 -1.29579 -0.43380
F 0.93170 5.89974 -0.37679
F 0.97179 5.74072 -2.60373
F 2.43151 4.60274 -1.38535
O -2.08799 1.88487 -1.74256
O 0.41104 2.92508 -2.27937
O 0.49337 -0.39157 -1.41760
O -0.59181 3.72065 -0.34895
N 0.74658 2.31898 1.58908
N 0.07877 -2.83483 -0.78267
N -1.90042 -0.92602 -0.70159
N 3.19856 1.36553 -2.65306
N 0.09394 -0.69838 1.07432
N -1.34886 2.60379 2.65105
N 2.46062 1.88215 -0.45975
C -0.69249 -0.97911 2.33534
C 3.43437 1.75815 -1.37402
C 1.11428 5.05100 -1.42129
C -3.53579 -2.06839 -2.09127
C 1.27685 -3.17912 -1.58919
C -3.01476 -1.41145 0.18041
C 0.31266 -5.20039 -0.70226
C 1.66456 -4.56820 -1.06407
C 1.65966 -0.84810 2.92013
C 0.33662 -1.50664 3.35229
C 4.41259 2.47823 0.74900
C -4.19787 -1.66172 -0.75357
C -0.48418 -4.04796 -0.10959
C 3.03086 2.32132 0.76688
C 0.01119 2.78760 2.59940
C -2.29819 -1.15803 -2.13857
C 2.10622 2.63212 1.81579
C 0.17019 3.87430 -1.37148
C -3.44613 2.12885 -1.24156
C 1.55120 -0.90026 1.39400
C 2.35866 3.30449 3.01317
H 5.05068 2.79045 1.59919
H -0.31689 -3.96921 0.99836
H -1.84981 2.46438 -2.49479
H 3.35670 3.61755 3.38826
H 2.23030 1.45897 -2.96918
H 0.98718 -3.23259 -2.65608
H -1.83735 2.49369 1.75323
H -3.49379 3.13760 -0.79783
H -4.19816 2.01147 -2.03405
H 2.57718 -1.34608 3.27872
H -1.43780 -1.53635 -2.71596
H -1.50114 -1.72398 2.15777
H 1.83379 -1.92123 1.05991
H 3.93461 1.46027 -3.35245
H -1.57979 -4.11399 -0.26456
H 0.34053 -6.06682 -0.02299
H -4.14703 -1.96797 -2.98806
H 2.04509 -2.39385 -1.49658
H -4.78615 -0.71777 -0.87306
H 0.35940 -2.61766 3.23750
H -3.60991 1.38369 -0.45460
H -2.69815 -2.36592 0.68013
H -2.52041 -0.16226 -2.55021
H 2.16664 -0.17254 0.83067
H 2.27442 -5.14139 -1.78369
H -4.89398 -2.39496 -0.31594
H -3.25141 -0.66811 0.97174
H -1.87689 3.10852 3.36382
H -1.15861 -0.03504 2.67277
H 2.29904 -4.43695 -0.15079
H 1.69877 0.20961 3.26851
H -3.20126 -3.12917 -2.07026
H -0.21522 -5.56911 -1.60992
H 0.01141 -1.31242 4.39541
*
```



# 5
Formula: C21H34FN4O3S
Source: the Open Molecules 2025 dataset
Level of theory: the ωB97M-V functional and the def2-TZVPD basis

Output
LUMO level: 2.059 eV
HOMO level: -0.0829 hartree
Total energy: -47978.7413 eV
Kohn-Sham gap: 4.31 eV

```
! wB97M-V def2-TZVPD RIJCOSX def2/J DEFGRID3
* xyz -1 1
S 0.62701 2.69248 5.75401
F 1.76052 -1.56585 4.42591
O 0.33450 -2.54965 -3.75210
O -1.63542 3.71331 2.08726
O 3.56408 3.06341 2.08986
N -4.27371 0.30769 -2.91925
N 1.19147 1.11874 5.60813
N 1.54827 -1.22134 -2.33172
N -0.12848 2.83824 4.27866
C 0.55394 -0.90578 2.32784
C -0.90841 4.84871 1.57264
C 0.77645 0.69385 4.36603
C -4.69020 -1.06882 -2.46562
C 2.48969 -2.29117 -1.89331
C 1.00586 -0.48191 -4.82714
C -3.92214 -1.35113 -1.10020
C 0.96218 -2.31214 1.75985
C -0.02567 1.67897 3.50818
C -0.55953 1.43536 2.11404
C -0.26279 0.11051 1.50754
C 1.98860 -3.07656 -0.59763
C 1.03232 -0.61742 3.69032
C -1.45901 -1.56405 -0.18140
C -0.76263 -0.16451 0.04807
C 3.07231 2.88645 3.31963
C 0.94892 -1.49688 -3.61322
C 2.19107 0.12424 -2.35284
C -2.39081 -1.60890 -1.47661
C -1.34723 2.53668 1.32973
C 2.11267 -2.11361 0.65784
H 0.09252 -2.92746 1.39529
H 1.43244 -2.92229 2.59289
H 2.61442 -3.04082 -2.72940
H -1.49847 0.62268 -0.31594
H -2.34685 -2.68289 -1.85079
H 1.98243 3.03635 3.45026
H 3.47493 3.54612 4.13119
H -4.27739 -2.29075 -0.57701
H -3.66613 0.21243 -3.74271
H 3.20626 1.87906 3.78069
H -3.92710 -0.45386 -0.41017
H 3.09410 -2.34177 1.17782
H 0.97940 -3.54992 -0.73345
H 3.47493 -1.77447 -1.66458
H 0.14316 -0.03749 -0.62694
H 1.42115 0.92683 -2.57622
H -2.00451 -1.96657 0.71981
H 2.07399 -1.03414 0.34902
H -2.01278 -0.97233 -2.32162
H -0.67320 2.84866 0.46419
H 3.01949 0.20347 -3.11522
H 0.49124 -0.92509 -5.73001
H 2.63003 0.41218 -1.34823
H -1.21945 5.80933 2.07327
H -3.66607 0.73826 -2.21196
H -2.31062 2.17548 0.85803
H 0.45702 0.48558 -4.61231
H -4.24621 -1.77833 -3.22930
H 2.06531 -0.19741 -5.07744
H 0.20791 4.74687 1.69905
H 2.74330 -3.91485 -0.44544
H -5.80801 -1.16544 -2.37371
H -1.11375 4.97918 0.46365
H -0.62737 -2.30549 -0.39720
*
```



# 6
Formula: C21H34MoN3OPSeSi
Source: the Open Molecules 2025 dataset
Level of theory: the ωB97M-V functional and the def2-TZVPD basis

Output
LUMO level (spin up / spin down): -0.042 / -0.001 eV
HOMO level (spin up / spin down): -0.2017 / -0.2081 hartree
Total energy: -113209.2936 eV
Kohn-Sham gap (spin up / spin down): 5.45 / 5.66 eV

```
! wB97M-V def2-TZVPD RIJCOSX def2/J DEFGRID3
* xyz 0 3
Mo 0.71267 -0.16854 -1.21717
Se -1.07229 1.28452 -0.47893
P 0.60600 -2.70604 -1.16007
Si 0.72061 -0.19109 -3.60308
O -2.23583 -1.69022 -2.12976
N 2.24360 0.21609 -0.52551
N -1.83302 1.10404 2.38962
N -0.77506 2.94588 1.87146
C -0.89517 -0.37581 -4.58382
C -1.20273 3.10552 3.20357
C -1.17091 1.75049 1.38122
C -4.47814 -2.34845 -1.78308
C -0.14515 4.01789 1.11316
C -2.84903 3.03351 5.41346
C -0.07950 -3.74758 -2.50814
C 3.49798 0.55710 -0.21762
C -1.90118 1.93591 3.53216
C -3.16607 -1.29280 0.08714
C 4.39280 0.87159 -1.27876
C 2.36378 -2.90554 -1.43212
C -1.30812 4.25016 3.95701
C -2.12205 4.20932 5.08980
C 3.89565 0.59443 1.14161
C 6.06778 1.34787 0.39340
C -2.75046 1.89266 4.61194
C 5.67679 1.27828 -0.94252
C -3.25764 -1.75199 -1.29544
C 0.29705 -3.70241 0.33411
C 5.18931 1.00558 1.42165
H -2.26051 -1.54901 0.68692
H -0.73925 -3.66292 0.70674
H -4.02326 -1.73821 0.61559
H 0.30709 -3.41691 -3.47807
H -2.04917 -2.48873 -1.48334
H 3.15609 0.31408 1.89252
H -3.32665 0.97552 4.80587
H 7.06470 1.68180 0.62968
H -3.28218 -0.19352 0.11606
H 2.91904 -2.56460 -0.56250
H -5.19440 -1.51289 -1.70536
H 1.59752 -1.21089 -4.26001
H -1.69818 0.21931 -4.13099
H -0.76389 5.15442 3.63697
H -2.24757 0.19526 2.32023
H 4.01185 0.80125 -2.30346
H 2.69915 -2.37526 -2.31805
H 2.51509 -3.97441 -1.57042
H 5.49480 1.06593 2.45565
H -4.39552 -2.68788 -2.82477
H -1.21368 -1.42303 -4.64654
H 0.97237 -3.35514 1.12992
H 6.34762 1.54682 -1.74827
H 0.76447 4.33930 1.62901
H 0.29097 -4.76209 -2.30985
H -0.71613 -0.00649 -5.60229
H 0.10326 3.64099 0.11518
H -2.21775 5.08155 5.73421
H 1.22614 1.14147 -4.03237
H -0.82499 4.87214 1.02381
H -1.17443 -3.77009 -2.56642
H -3.48928 3.04508 6.29467
H 0.55323 -4.74155 0.08237
H -4.82825 -3.16167 -1.11800
*
```



# 7
Formula: C21H34N3NiO3P
Source: the Open Molecules 2025 dataset
Level of theory: the ωB97M-V functional and the def2-TZVPD basis

Output
LUMO level (spin up / spin down): 0.224 / -1.370 eV
HOMO level (spin up / spin down): -0.2824 / -0.2821 hartree
Total energy: -83267.8162 eV
Kohn-Sham gap (spin up / spin down): 7.91 / 6.31 eV

```
! wB97M-V def2-TZVPD RIJCOSX def2/J DEFGRID3
* xyz 0 3
Ni 0.07902 -0.49037 -0.56078
P 2.01724 -1.02057 -1.21004
O 1.36455 1.28533 1.11009
O -1.43675 -0.88523 3.59811
O -3.10054 1.09165 0.41077
N -2.51819 -1.46198 -3.10546
N -2.29220 1.04803 2.55022
N -0.81993 0.58871 0.80756
C 2.13317 -1.73517 -2.85715
C -0.72116 2.41882 -3.60364
C 1.46948 1.33740 -2.27467
C -2.42391 -0.57418 -2.00839
C 0.23024 1.04363 1.62242
C 0.19478 0.81541 -2.04221
C -0.90992 1.36289 -2.68976
C 0.03410 -0.25299 6.15618
C -3.13605 -2.72297 -2.81073
C -0.01720 1.03647 3.04096
C 1.65942 2.37397 -3.19551
C 2.61173 0.70553 -1.52715
C -2.30542 0.90657 -2.41071
C 0.55826 2.88078 -3.89532
C -0.91021 0.74395 5.61133
C 1.09428 1.43130 3.86740
C -1.27816 0.28914 3.24332
C 3.36138 -1.78048 -0.29834
C -1.43568 -1.52790 -4.05246
C 2.23616 0.42592 4.00289
C -2.13527 0.90222 1.16555
H 0.82059 1.90933 4.81114
H 3.11042 -2.84265 -0.18006
H -2.70199 1.44565 -1.52750
H 1.50988 2.25437 3.25229
H 2.67748 2.73900 -3.36234
H -1.97158 0.51232 5.65541
H 4.28032 -1.66135 -0.89126
H -0.51749 -2.02886 -3.67691
H -3.26319 0.90844 2.84000
H -3.29928 -0.70648 -1.34849
H -1.80863 -2.10762 -4.90925
H -1.15025 -0.52481 -4.38934
H 1.06650 0.09874 6.19328
H 3.18378 -1.66432 -3.16972
H -1.54555 -0.88980 -1.39395
H 2.74712 1.13747 -0.52188
H -0.70961 1.82313 5.66912
H 3.47137 -1.30512 0.68468
H 0.03255 -1.11690 5.47469
H 1.90706 -0.61236 4.14629
H 0.71121 3.63381 -4.66724
H -2.95869 1.08444 -3.27959
H 1.48558 -1.19339 -3.55188
H -0.20846 -1.92396 0.60459
H -4.05975 -2.52197 -2.25558
H -2.50973 -3.40156 -2.20095
H 1.80374 -2.77650 -2.76648
H -3.36005 -3.20035 -3.76961
H 3.55765 0.65377 -2.07799
H -1.60874 2.85226 -4.07919
H -0.23000 -0.61561 7.16513
H 2.79168 0.52620 3.06530
H 2.89540 0.72107 4.82313
H 0.24742 -1.44228 0.98963
*
```